Here is a structure of composition C17H21N2O7RhS2Se2 from OMol25. Energies are from wB97M-V/def2-TZVPD.

Geometry (Å):
1 Rh 0.993 0.069 0.111
2 O -2.072 4.721 4.400
3 C -1.802 4.907 3.196
4 O -1.973 5.916 2.485
5 C -1.139 3.700 2.480
6 C -0.897 2.512 3.153
7 C -0.287 1.452 2.503
8 N 0.078 1.534 1.223
9 C -0.147 2.680 0.549
10 C -0.751 3.768 1.145
11 C 0.329 2.714 -0.890
12 O 0.131 3.699 -1.594
13 O 0.965 1.663 -1.270
14 H -1.190 2.433 4.190
15 H -0.074 0.506 2.986
16 H -0.914 4.671 0.576
17 O -1.091 -5.350 -0.350
18 C -1.946 -4.607 0.522
19 C -1.460 -3.158 0.682
20 C -2.613 -2.476 1.444
21 O -2.278 -1.321 2.170
22 C -0.166 -3.221 1.505
23 Se 1.075 -1.708 1.825
24 C -1.265 -2.582 -0.725
25 Se -1.388 -0.629 -0.885
26 H -1.512 -6.194 -0.526
27 H -1.975 -5.084 1.510
28 H -2.968 -4.590 0.115
29 H -3.008 -3.181 2.186
30 H -3.419 -2.268 0.723
31 H -1.899 -0.693 1.531
32 H 0.447 -4.018 1.083
33 H -0.441 -3.518 2.522
34 H -2.035 -2.994 -1.382
35 H -0.296 -2.891 -1.115
36 C 3.713 1.382 -0.034
37 C 2.722 0.703 0.906
38 O 3.014 0.592 2.074
39 H 4.392 2.002 0.553
40 H 3.212 1.956 -0.809
41 H 4.283 0.588 -0.525
42 S 2.237 -1.445 -1.358
43 C 1.960 -0.489 -2.740
44 N 0.782 -0.195 -3.215
45 C 0.672 0.883 -4.180
46 C 2.071 1.485 -4.371
47 S 3.242 0.304 -3.630
48 H -0.042 -0.421 -2.604
49 H -0.003 1.636 -3.771
50 H 0.264 0.499 -5.118
51 H 2.154 2.428 -3.835
52 H 2.313 1.630 -5.422

Charge: -2
Total energy, a.u.: -7006.5648
HOMO energy, eV: -1.79
Max |F|, hartree/bohr: 0.0025
Relative energy (zero: lowest compared OMol25 entry of this formula, charge and spin), kcal per mole: 0.00
LUMO, eV: 3.83
HOMO-LUMO gap, eV: 5.613

---

Here is the molecule C3H6Cl2Si in a non-equilibrium geometry from OMol25. Energies are from wB97M-V/def2-TZVPD.

Geometry (Å):
1 C -0.853 -0.388 -2.250
2 C -0.864 -0.678 -0.955
3 C 0.236 0.607 2.096
4 Si 0.740 -0.181 0.379
5 Cl 1.478 1.370 -0.962
6 Cl 1.975 -1.702 0.826
7 H -1.619 -0.397 -2.915
8 H 0.094 -0.048 -2.642
9 H -1.712 -1.019 -0.492
10 H 0.635 0.023 2.886
11 H 0.720 1.511 2.096
12 H -0.828 0.905 1.934

Charge: 0
SMILES: C=C[Si](C)(Cl)Cl
Total energy, a.u.: -1327.8299
HOMO energy, eV: -10.16
Max |F|, hartree/bohr: 0.0751
Relative energy (zero: lowest compared OMol25 entry of this formula, charge and spin), kcal per mole: 32.15
LUMO, eV: 0.64
HOMO-LUMO gap, eV: 10.800

---

Here is a cluster of 10 separate species, H19O10 in total in a non-equilibrium geometry from OMol25. Energies are from wB97M-V/def2-TZVPD.

Geometry (Å):
1 O -0.973 1.356 3.550
2 H -1.765 1.648 3.089
3 H 2.650 -0.573 -0.363
4 O -2.552 0.162 1.183
5 H -2.560 -0.775 0.963
6 H 0.096 2.068 0.229
7 O -2.461 1.794 -1.759
8 H -1.638 0.333 1.425
9 H -1.778 1.948 -1.097
10 O 0.865 -1.200 -3.269
11 H 0.224 -0.221 1.481
12 H -0.308 1.294 2.860
13 O 0.474 0.694 1.277
14 H -0.871 -1.946 -3.343
15 H 0.285 -0.431 -3.242
16 O 0.513 -2.349 0.913
17 H 0.966 -1.952 1.657
18 H 0.828 -1.863 0.079
19 O 3.344 -0.486 1.869
20 H 2.543 -0.058 2.154
21 H 3.367 -0.944 1.040
22 O -1.841 -1.809 -3.363
23 H -1.933 -1.737 -2.408
24 H 1.058 0.394 0.469
25 O 1.723 -0.587 -0.525
26 H -3.076 1.234 -1.320
27 O 0.395 2.799 -0.349
28 H 1.312 -1.115 -2.422
29 H 1.112 2.324 -0.778

Charge: -1
Total energy, a.u.: -763.8605
HOMO energy, eV: -6.64
Max |F|, hartree/bohr: 0.0514
Relative energy (zero: lowest compared OMol25 entry of this formula, charge and spin), kcal per mole: 18.77
LUMO, eV: 3.03
HOMO-LUMO gap, eV: 9.673

---

What is the formula in the first record?
C17H21N2O7RhS2Se2